*a*
Formula: C25H21CaCl3NO9S2
Source: the Open Molecules 2025 dataset
Level of theory: ωB97M-V/def2-TZVPD

The geometry in XYZ format:
```
62
Properties=species:S:1:pos:R:3
Ca -0.2805 0.1835 0.2228
O 3.2462 -3.7141 -3.6080
C 2.5127 -2.7964 -2.9156
C 1.2616 -2.3765 -3.3503
C 0.5793 -1.4630 -2.5652
N 1.0966 -0.9718 -1.4499
C 2.3156 -1.3373 -1.0562
C 3.0608 -2.2679 -1.7500
C 2.8354 -0.6107 0.2037
O 3.9589 -0.9085 0.5995
O 2.0240 0.2533 0.6632
C -0.8025 -0.9121 -2.9323
O -1.2116 -1.1105 -4.0789
O -1.3625 -0.2704 -1.9937
H 2.7329 -3.9993 -4.3710
H 0.8115 -2.7418 -4.2652
H 4.0414 -2.5550 -1.3996
O -0.4009 2.1554 1.6819
S -0.8390 2.7791 2.9706
C -1.8291 4.2482 2.5466
C -2.7881 4.0895 1.3709
C -2.1328 4.4613 0.0385
C -2.8897 3.9487 -1.1818
S -2.5199 2.2125 -1.6097
O -2.3102 1.5716 -0.2654
C -0.9043 2.4498 -2.3406
C 0.2328 2.5994 -1.5581
C 1.4830 2.6014 -2.1597
C 1.5842 2.4827 -3.5382
C 0.4411 2.3458 -4.3145
C -0.8092 2.3132 -3.7180
C -2.1456 1.7741 3.6548
C -2.2904 1.7901 5.0346
C -3.2641 0.9968 5.6227
C -4.0596 0.1815 4.8314
C -3.8935 0.1614 3.4541
C -2.9341 0.9613 2.8543
H -1.0984 5.0393 2.3589
H -2.3391 4.4858 3.4828
H -3.6602 4.7285 1.5382
H -3.1554 3.0663 1.3244
H -1.1127 4.0853 0.0273
H -2.0520 5.5507 -0.0314
H -2.6731 4.5254 -2.0829
H -3.9699 3.9779 -1.0174
H 0.1554 2.6710 -0.4798
H 2.3682 2.6611 -1.5402
H 2.5596 2.4609 -4.0068
H 0.5246 2.2071 -5.3845
H -1.6948 2.1035 -4.3043
H -1.6289 2.3959 5.6432
H -3.3756 0.9887 6.6992
H -4.7912 -0.4690 5.2926
H -4.4895 -0.5052 2.8448
H -2.7855 0.9350 1.7844
Cl -2.4326 -2.2813 -0.0167
C -1.9035 -3.1022 1.4665
Cl -3.1897 -4.1779 2.0288
Cl -0.4490 -4.0642 1.0965
C -1.4946 -2.0176 2.5578
O -1.8107 -2.2466 3.7102
O -0.8276 -1.0761 2.0607
```

Computed properties:
HOMO-LUMO gap ... 0.2971 Ha
E_HOMO ... -0.2212 Ha
LUMO energy ... 2.065 eV
Net charge ... -1
2S+1 ... 1

*b*
Formula: C25H21CaCl3NO9S2
Source: the Open Molecules 2025 dataset
Level of theory: ωB97M-V/def2-TZVPD

The geometry in XYZ format:
```
62
Properties=species:S:1:pos:R:3
Ca -0.5496 0.2874 -0.1602
O 2.8196 -4.4024 2.6185
C 2.1272 -3.4433 1.9346
C 0.9404 -3.7363 1.2739
C 0.2952 -2.7052 0.6165
N 0.7954 -1.4739 0.6023
C 1.9543 -1.1978 1.1984
C 2.6544 -2.1583 1.9060
C 2.4266 0.2558 0.9948
O 3.0280 0.7950 1.9370
O 2.1252 0.7238 -0.1347
C -0.9982 -2.9009 -0.2014
O -1.4328 -4.0509 -0.2729
O -1.4410 -1.8357 -0.7220
H 2.3309 -5.2293 2.5529
H 0.5085 -4.7295 1.2425
H 3.5771 -1.9144 2.4125
O -0.1103 2.0242 1.3223
S 1.0229 3.0153 1.4089
C 0.2048 4.5987 1.0682
C -0.4474 4.5753 -0.3082
C 0.5350 4.3619 -1.4602
C -0.1445 4.0441 -2.7926
S -1.1394 2.5430 -2.5682
O -0.1445 1.6104 -1.9221
C -1.2455 2.0229 -4.2638
C -0.3937 1.0421 -4.7392
C -0.5169 0.6425 -6.0630
C -1.4739 1.2197 -6.8849
C -2.3308 2.1940 -6.3872
C -2.2268 2.5919 -5.0637
C 1.2637 3.2863 3.1527
C 2.4665 3.8138 3.5920
C 2.6493 4.0279 4.9501
C 1.6433 3.6931 5.8467
C 0.4545 3.1391 5.3910
C 0.2560 2.9298 4.0338
H 0.9882 5.3582 1.1550
H -0.5399 4.7642 1.8481
H -0.9951 5.5126 -0.4454
H -1.2038 3.7849 -0.2880
H 1.2084 3.5319 -1.2322
H 1.1588 5.2499 -1.5959
H 0.5875 3.8751 -3.5817
H -0.8422 4.8274 -3.1030
H 0.3336 0.5969 -4.0728
H 0.1326 -0.1321 -6.4495
H -1.5672 0.8970 -7.9139
H -3.0931 2.6266 -7.0219
H -2.9152 3.3194 -4.6497
H 3.2612 4.0200 2.8854
H 3.5865 4.4328 5.3098
H 1.7952 3.8481 6.9074
H -0.3192 2.8596 6.0945
H -0.6512 2.4814 3.6478
Cl -2.5141 -0.2320 1.9679
C -3.7917 0.8526 1.3175
Cl -5.3375 0.3366 1.9853
Cl -3.4531 2.5201 1.8773
C -3.7778 0.8696 -0.2794
O -4.8629 0.9101 -0.8214
O -2.6126 0.9195 -0.7459
```

Computed properties:
HOMO-LUMO gap ... 0.2924 Ha
E_HOMO ... -0.2156 Ha
LUMO energy ... 2.087 eV
Net charge ... -1
2S+1 ... 1

Short version: *a*, *b*, most stable first.

*a*
Formula: C22H28N2O5
Source: the Open Molecules 2025 dataset
Level of theory: ωB97M-V/def2-TZVPD

The geometry in XYZ format:
```
57
Properties=species:S:1:pos:R:3
C -5.8612 -0.0959 -1.3245
H -5.3939 -1.0282 -1.8754
O -5.1378 0.2268 -0.1921
C -3.8904 0.2639 -0.1545
C -3.3660 0.3453 0.9806
C -2.0865 0.5935 1.3290
C -1.2650 0.4894 0.3478
C -1.7579 0.4341 -1.1937
C -3.1569 0.2755 -1.3264
H -3.4539 0.0398 -2.2327
H -1.1752 0.5661 -1.9343
C 0.2072 0.8750 0.3034
N 0.6611 2.0136 0.2809
C 0.4720 2.9984 -0.8149
H -0.5280 2.6332 -1.4070
H 1.1764 2.6598 -1.4595
C 0.5168 4.2475 -0.4921
H 0.3544 4.9427 -1.3794
O 1.8052 4.8947 -0.0153
C 1.8909 4.1052 1.3510
H 2.8406 4.3815 1.5288
C 1.8039 2.6455 1.1238
H 2.0523 2.1275 1.9640
H 2.6945 2.3537 0.4695
H 1.1301 4.4640 1.7228
H -0.2704 4.6740 0.1206
H 0.5415 0.2647 1.4243
C 1.1860 0.0655 -0.6015
N 2.4383 -0.2585 0.0189
C 2.8358 -1.1700 1.0729
C 3.1307 -2.4479 0.4814
O 4.1328 -2.5944 -0.5400
C 3.8643 -1.7293 -1.5121
H 4.6721 -1.9427 -2.2236
C 3.5275 -0.3910 -1.0953
H 3.3404 0.4843 -1.9296
H 4.5020 0.0870 -0.8209
H 2.9526 -2.1634 -1.7781
H 3.4439 -3.1251 1.3864
H 2.1052 -2.8941 0.1894
H 2.0480 -1.2249 1.8610
H 3.5452 -0.6631 1.7580
C 0.3743 -1.4716 -0.8791
O 0.4669 -2.0061 -2.0191
C -0.3496 -2.1140 0.0503
C -0.9342 -3.3107 -0.0861
C -1.5288 -3.6874 1.2320
C -0.9153 -2.8439 2.1041
O -0.1998 -1.7603 1.3334
H -1.2793 -2.5174 3.1771
H -2.2794 -4.3111 1.3710
H -1.2736 -3.6686 -1.0665
H 1.4041 0.4951 -1.6257
H -1.5507 0.7698 2.3586
H -3.9361 0.4967 2.1000
H -6.9331 -0.0992 -0.9882
H -5.7806 0.6801 -2.1659
```

Computed properties:
HOMO-LUMO gap ... 0.2606 Ha
E_HOMO ... -0.2625 Ha
LUMO energy ... -0.051 eV
Net charge ... 0
2S+1 ... 1

*b*
Formula: C22H28N2O5
Source: the Open Molecules 2025 dataset
Level of theory: ωB97M-V/def2-TZVPD

The geometry in XYZ format:
```
57
Properties=species:S:1:pos:R:3
C -0.5362 0.6540 -2.3712
C -0.3882 -0.3895 -1.3201
C 0.5137 -1.4078 -1.2504
C 0.2720 -2.1180 -0.0380
C -0.8016 -1.4821 0.5825
N -1.1768 -0.4345 -0.1912
C -2.2548 0.4745 0.0859
H -1.9879 1.4631 -0.2938
H -2.3927 0.5433 1.1661
C -3.5834 0.0211 -0.5596
C -4.6598 1.1116 -0.4713
H -5.3446 1.0283 -1.3157
C -5.3796 0.7502 0.8260
H -4.8367 1.1448 1.6853
C -5.3047 -0.7748 0.7961
H -6.1530 -1.1951 0.2384
O -4.1014 -1.1091 0.1242
H -5.2829 -1.2276 1.7906
H -6.4043 1.1113 0.8603
H -4.2349 2.1122 -0.4587
H -3.3830 -0.2796 -1.5953
C -1.4576 -1.8057 1.8720
H -0.9567 -2.6599 2.3168
H -2.5034 -2.0556 1.7002
H -1.4098 -0.9626 2.5636
C 0.9987 -3.2450 0.5057
O 0.5902 -3.9633 1.3980
C 2.3731 -3.5623 -0.1063
H 2.2435 -4.2617 -0.9362
H 2.9757 -4.0345 0.6776
O 3.0534 -2.4459 -0.6532
C 3.2013 -1.3948 0.1661
O 2.9053 -1.4539 1.3468
C 3.6691 -0.1952 -0.5382
C 4.1675 -0.3088 -1.8383
C 4.4769 0.8060 -2.5830
C 4.2725 2.0676 -2.0346
C 3.7908 2.2055 -0.7538
C 3.4967 1.0862 0.0391
N 3.1208 1.2165 1.3489
H 2.9576 0.3097 1.7854
C 2.1982 2.2281 1.7978
H 2.4509 3.2011 1.3728
H 2.2797 2.2987 2.8877
C 0.7575 1.8546 1.4060
O -0.1994 2.8085 1.7987
H -0.1321 2.9386 2.7515
H 0.6910 1.7892 0.3174
H 0.5228 0.8650 1.8244
H 3.6611 3.1942 -0.3423
H 4.5016 2.9496 -2.6149
H 4.8678 0.7044 -3.5836
H 4.3049 -1.2958 -2.2516
H 1.2483 -1.6400 -1.9946
H 0.2259 0.4999 -3.1301
H -1.5155 0.6099 -2.8476
H -0.4072 1.6557 -1.9582
```

Computed properties:
HOMO-LUMO gap ... 0.3094 Ha
E_HOMO ... -0.2884 Ha
LUMO energy ... 0.571 eV
Net charge ... 0
2S+1 ... 1

Short version: *b*, *a*, most stable first.

*a*
Formula: H27O14
Source: the Open Molecules 2025 dataset
Level of theory: ωB97M-V/def2-TZVPD

The geometry in XYZ format:
```
41
Properties=species:S:1:pos:R:3
O -3.0721 0.5535 0.5379
H -2.4779 0.5294 -0.2282
O -0.8974 4.2268 -1.4730
H -0.1385 -4.2539 2.6749
H -0.5521 -0.6360 4.7677
O -0.2530 2.0602 0.8030
H -0.6031 0.5262 3.9153
H -3.7857 0.1058 -1.9587
O -3.2473 0.6005 -2.5493
H -0.8283 -0.5625 -0.9398
H -2.4857 0.0005 -2.9027
O 1.9926 0.8062 1.1724
H -2.5510 0.0179 1.1994
H -0.8059 3.9438 -0.6163
O 2.2531 -4.1796 -2.0527
H 1.6167 0.5588 1.9837
H 1.3405 -3.8486 -2.0779
O -0.7942 -0.7074 -1.9685
H 0.1098 0.3489 -4.0041
H -0.3559 0.1185 -2.3923
O 0.0382 -0.0632 4.2556
H -0.5391 1.0927 0.6208
H 1.6979 0.2762 0.4303
O 3.5796 1.2485 -1.2202
H 3.7028 1.5394 -2.1189
H 0.5707 2.0595 1.1189
O 3.5303 -1.3021 -0.0278
H 3.7837 -1.0771 0.8908
H 2.7958 -0.9996 -0.3056
O -0.7893 -0.3598 0.5056
H 2.8593 -3.5262 -1.7007
H -0.5147 -2.9273 2.7516
O -0.0560 -3.5488 3.3840
H -2.5237 0.2478 2.4154
H -0.5315 -0.5338 1.3638
O 0.7399 0.8508 -4.5821
H 4.0999 0.3477 -1.2714
H 0.3878 1.7456 -4.5540
O -3.0627 0.6414 3.2334
H -0.2723 3.6766 -1.8773
H -3.9610 0.4028 2.7968
```

Computed properties:
HOMO-LUMO gap ... 0.3316 Ha
E_HOMO ... -0.2385 Ha
LUMO energy ... 2.534 eV
Net charge ... -1
2S+1 ... 1

*b*
Formula: H27O14
Source: the Open Molecules 2025 dataset
Level of theory: ωB97M-V/def2-TZVPD

The geometry in XYZ format:
```
41
Properties=species:S:1:pos:R:3
O 0.8028 -1.0075 -0.0910
H 0.2353 0.4257 0.4589
O -1.6436 -0.0639 3.3922
H 1.1126 -1.7278 0.4543
H 1.0543 0.2888 -1.2770
O 3.4996 -2.0721 2.5187
H 1.7811 0.7251 -2.5981
H -0.6377 -0.8744 -1.6577
O -0.7312 -1.4271 -2.4469
H 0.8134 -4.2305 0.7421
H 0.1218 -1.3773 -2.8769
O -0.1002 -3.9849 0.8127
H -2.3191 -1.4197 -2.9418
H -2.1408 0.5669 2.8660
O -2.6878 0.5905 -0.1427
H 0.2394 1.6032 1.5477
H -2.5444 4.0998 1.5958
O -3.2741 -1.2423 -2.7957
H -4.6783 0.4513 -1.2979
H -2.2068 0.1796 -0.8537
O 0.9947 0.8509 -2.0644
H 3.0323 -2.8695 2.2389
H 4.5366 0.7765 -1.8624
O -5.1768 0.3573 -2.1145
H -4.6649 -0.2048 -2.7302
H 2.7557 -1.6013 2.8981
O 3.3014 -0.9446 -0.3336
H 2.2517 -0.8928 -0.1448
H 3.6373 -1.0763 0.5512
O -1.9722 4.3104 2.3405
H -3.8333 -1.8114 -2.2801
H 3.4425 1.7108 -1.5167
O -0.2762 0.8576 1.2379
H 2.0091 2.8493 1.4317
H -1.0905 4.0611 2.0536
O 4.0976 1.5687 -2.1992
H -0.1905 -3.0903 1.1034
H -2.0773 0.6869 0.6088
O 2.8195 2.4388 1.7383
H -0.9715 -0.2963 2.7412
H 2.7011 1.4880 1.7209
```

Computed properties:
HOMO-LUMO gap ... 0.3404 Ha
E_HOMO ... -0.2598 Ha
LUMO energy ... 2.194 eV
Net charge ... -1
2S+1 ... 1

Short version: *b*, *a*, most stable first.